(1)
The following is a quantum chemistry calculation of a molecular structure, C40H38Cl2N3O3P2RuS2, from OMol25.

Atoms and positions in Å:
Ru1 0.21953 0.06443 0.72666
N1 -1.17510 0.51660 -0.35797
P1 -0.87801 -2.01420 1.22128
C1 -2.34733 -1.98140 2.21814
C2 -2.61099 -0.81070 2.93676
C3 -3.72080 -0.75276 3.76567
C4 -4.55802 -1.85521 3.87227
C5 -4.29795 -3.01980 3.15441
C6 -3.19484 -3.08868 2.32350
C7 -1.14566 -3.12159 -0.16380
C8 -2.22221 -2.83498 -1.00317
C9 -2.43069 -3.58943 -2.14481
C10 -1.57208 -4.64054 -2.44422
C11 -0.51006 -4.93612 -1.60321
C12 -0.28752 -4.17512 -0.46491
P2 -0.98241 1.42593 -1.83451
C13 -0.58922 -0.03706 -2.82449
C14 0.30800 -0.94064 -2.31144
C15 0.71787 -2.03520 -3.05313
C16 0.22789 -2.21333 -4.34392
C17 -0.67101 -1.29918 -4.86782
C18 -1.08311 -0.20918 -4.10899
C19 -2.70696 1.80690 -2.21683
C20 -3.02668 3.14347 -2.43660
C21 -4.33582 3.50822 -2.72112
C22 -5.32732 2.54132 -2.77481
C23 -5.01533 1.20231 -2.55563
C24 -3.70919 0.83534 -2.28606
H1 -2.13359 0.45476 -0.01187
H2 -1.95258 0.04720 2.84706
H3 -3.93409 0.14977 4.32217
H4 -5.42614 -1.80810 4.51617
H5 -4.96130 -3.86923 3.24224
H6 -2.99442 -3.98867 1.75586
H7 -2.90755 -2.03286 -0.75439
H8 -3.26557 -3.36772 -2.79618
H9 -1.73988 -5.23648 -3.33114
H10 0.14774 -5.76382 -1.83151
H11 0.54309 -4.41240 0.18615
H12 0.68918 -0.81216 -1.29896
H13 1.41845 -2.74528 -2.63214
H14 0.54965 -3.05963 -4.93538
H15 -1.05768 -1.42905 -5.86966
H16 -1.78985 0.49891 -4.52727
H17 -2.25302 3.90001 -2.38552
H18 -4.57879 4.54685 -2.89854
H19 -6.34717 2.82634 -2.99527
H20 -5.79110 0.45030 -2.61118
H21 -3.45640 -0.21000 -2.16370
Cl1 1.82387 3.47368 4.03132
C25 0.85593 2.08104 4.54939
Cl2 -0.85511 2.48473 4.67961
C26 1.12973 0.95824 3.54114
O1 2.11466 0.25247 3.72815
O2 0.31118 0.87315 2.56745
H22 1.21579 1.78300 5.52751
S1 3.05695 5.72817 -1.18535
C27 2.41181 4.19153 -0.69448
C28 2.88244 2.94573 -1.11674
C29 2.26711 1.80988 -0.64888
N2 1.23079 1.82983 0.20730
C30 0.78414 3.02537 0.62046
C31 1.33623 4.20843 0.19944
C32 4.36275 5.24839 -2.29371
C33 4.10612 5.06869 -3.64456
C34 5.16602 4.70081 -4.46334
N3 6.40451 4.51936 -4.01621
C35 6.63933 4.71652 -2.72341
C36 5.65288 5.08333 -1.81608
H23 3.71343 2.85767 -1.80252
H24 2.61189 0.83589 -0.97203
H25 -0.04477 3.01351 1.31518
H26 0.93392 5.14224 0.56853
H27 3.11501 5.21529 -4.05191
H28 5.00936 4.55037 -5.52477
H29 7.66111 4.57773 -2.39137
H30 5.88954 5.24022 -0.77271
O3 0.23292 -2.94564 2.12111
S2 1.23968 -1.95880 2.93798
C37 0.78679 -2.33367 4.65750
C38 1.97611 -3.07181 5.27071
C39 2.61831 -3.88479 4.15202
C40 2.76305 -2.91789 2.98396
H31 -0.10703 -2.95302 4.56416
H32 0.54432 -1.39155 5.13732
H33 1.63197 -3.70151 6.08949
H34 2.68550 -2.34926 5.67604
H35 1.98414 -4.72555 3.86658
H36 3.59155 -4.28015 4.43930
H37 2.89372 -3.36291 1.99872
H38 3.53839 -2.16687 3.15951

## Properties
multiplicity	2
relative energy (zero: lowest compared OMol25 entry of this formula, charge and spin)	43.97	kcal/mol
⟨S²⟩	0.774
total charge	+2
LUMO level (spin up / spin down)	-6.46 / -6.83	eV
HOMO energy (spin up / spin down)	-13.26 / -13.30	eV

For each atom in turn, the Löwdin charge in e is: 1.068, -0.339, 0.916, -0.357, -0.093, -0.050, -0.036, -0.044, -0.060, -0.361, -0.099, -0.048, -0.051, -0.059, -0.078, 1.042, -0.389, -0.154, -0.072, -0.063, -0.052, -0.072, -0.403, -0.098, -0.058, -0.051, -0.060, -0.103, 0.048, 0.071, 0.116, 0.121, 0.119, 0.119, 0.099, 0.119, 0.121, 0.119, 0.103, 0.032, 0.112, 0.117, 0.117, 0.115, 0.099, 0.115, 0.116, 0.113, 0.089, 0.668, -0.994, 0.643, -0.768, -0.042, -0.271, 0.073, 1.078, -0.489, -0.031, -0.127, -0.141, -0.163, -0.073, -0.542, -0.076, -0.122, 0.080, -0.120, -0.074, 0.116, 0.113, 0.112, 0.121, 0.112, 0.115, 0.115, 0.113, -0.572, 1.112, -0.238, -0.189, -0.198, -0.262, 0.114, 0.101, 0.134, 0.130, 0.127, 0.134, 0.110, 0.117

***

(2)
The following is a quantum chemistry calculation of 6 unconnected molecules or ions with the total composition C40H39F9NO2S at a distorted geometry, from OMol25.

Atoms and positions in Å:
O1 3.71344 3.25109 -3.29632
C1 2.70025 2.77030 -2.86717
O2 1.58886 2.74304 -3.70074
C2 2.70231 2.17001 -1.44488
C3 3.19496 2.87409 -0.24592
C4 3.12855 2.16047 1.04606
N1 2.65453 0.86160 1.13034
C5 2.19673 0.14753 0.05707
C6 1.68006 -1.31618 0.09500
C7 2.45309 -2.29339 1.04949
C8 3.98863 -2.48240 0.69970
F1 4.61303 -1.31985 1.17689
F2 4.39446 -3.50429 1.54876
C9 4.26356 -2.76404 -0.81138
F3 3.28521 -3.62818 -1.25804
F4 4.10985 -1.63010 -1.58820
S1 5.92261 -3.51553 -1.26212
F5 6.34823 -2.12851 -2.05206
F6 5.27736 -4.02460 -2.69283
F7 5.57061 -4.93046 -0.57136
F8 6.67568 -2.91965 0.04120
F9 7.33730 -4.16173 -1.73391
C10 2.21978 0.80360 -1.26161
H1 1.88645 2.27058 -4.50545
H2 3.59184 3.90363 -0.38882
H3 3.50871 2.66148 1.96944
H4 2.67177 0.43399 2.06082
H5 0.61334 -1.26833 0.47370
H6 1.59062 -1.69488 -0.96102
H7 2.32992 -2.01896 2.13480
H8 1.96209 -3.30377 0.95558
H9 1.85135 0.22918 -2.14614
C11 2.45322 -3.15814 -4.41801
C12 1.90969 -2.04718 -3.78510
C13 0.65364 -1.57831 -4.15688
C14 -0.06235 -2.22727 -5.15532
C15 0.47999 -3.34004 -5.78511
C16 1.73912 -3.80304 -5.41984
H10 3.43210 -3.52111 -4.13122
H11 2.46386 -1.54619 -3.00361
H12 0.23075 -0.70590 -3.66724
H13 -1.04269 -1.86543 -5.44194
H14 -0.07873 -3.84726 -6.56265
H15 2.16317 -4.66774 -5.91570
C17 -2.40673 -1.97081 -0.43966
C18 -3.60923 -1.31808 -0.67577
C19 -4.62684 -1.37161 0.26896
C20 -4.43766 -2.07154 1.45551
C21 -3.23308 -2.72151 1.69401
C22 -2.21895 -2.67494 0.74539
H16 -1.61385 -1.93086 -1.17984
H17 -3.75369 -0.76694 -1.59806
H18 -5.56733 -0.86717 0.08140
H19 -5.22939 -2.10963 2.19442
H20 -3.08557 -3.26497 2.61976
H21 -1.28022 -3.18722 0.92986
C23 -3.02531 3.19582 -3.03702
C24 -4.22670 3.85293 -3.27301
C25 -5.24447 3.80249 -2.32817
C26 -5.05753 3.10242 -1.14196
C27 -3.85515 2.44848 -0.90428
C28 -2.84042 2.49137 -1.85332
H22 -2.23270 3.23262 -3.77578
H23 -4.37033 4.40442 -4.19479
H24 -6.18344 4.30957 -2.51558
H25 -5.84950 3.06710 -0.40312
H26 -3.70834 1.90352 0.02166
H27 -1.90368 1.97597 -1.66954
C29 0.46491 5.87631 0.65944
C30 1.20143 5.44408 1.75682
C31 1.84639 6.36994 2.56885
C32 1.74850 7.72713 2.28799
C33 1.01033 8.15824 1.19284
C34 0.37183 7.23321 0.37616
H28 -0.03722 5.15468 0.02422
H29 1.26777 4.38301 1.97427
H30 2.42496 6.03391 3.42184
H31 2.24751 8.44884 2.92357
H32 0.93279 9.21694 0.97537
H33 -0.19977 7.56975 -0.48043
C35 -5.10022 -3.66677 7.24994
C36 -4.21820 -2.63265 7.53859
C37 -3.12264 -2.40296 6.71579
C38 -2.91435 -3.20205 5.59807
C39 -3.79865 -4.23414 5.30731
C40 -4.88916 -4.46933 6.13540
H34 -5.95268 -3.84764 7.89388
H35 -4.38457 -2.00542 8.40657
H36 -2.43128 -1.60040 6.94506
H37 -2.06179 -3.01980 4.95313
H38 -3.63729 -4.85701 4.43433
H39 -5.57542 -5.27740 5.91170

## Properties
multiplicity	1
total charge	+1
LUMO level	-4.84	eV
HOMO energy	-10.99	eV

For each atom in turn, the Löwdin charge in e is: 0.169, -0.427, 0.087, -0.019, 0.083, 0.023, 0.129, -0.129, -0.088, -0.050, -0.370, 0.072, 0.094, -0.366, 0.098, 0.078, 0.905, -0.163, -0.162, -0.120, -0.131, -0.127, 0.096, 0.140, 0.142, 0.150, 0.179, 0.136, 0.113, 0.144, 0.147, 0.109, -0.077, -0.115, -0.104, -0.085, -0.076, -0.070, 0.089, 0.049, 0.090, 0.107, 0.109, 0.110, -0.109, -0.098, -0.084, -0.075, -0.086, -0.109, 0.088, 0.101, 0.107, 0.108, 0.076, 0.089, -0.100, -0.091, -0.087, -0.089, -0.108, -0.114, 0.097, 0.104, 0.105, 0.104, 0.097, 0.087, -0.102, -0.122, -0.099, -0.086, -0.082, -0.086, 0.097, 0.078, 0.099, 0.106, 0.107, 0.106, -0.089, -0.092, -0.098, -0.112, -0.109, -0.090, 0.104, 0.103, 0.098, 0.091, 0.096, 0.103

***

(3)
The following is a quantum chemistry calculation of a molecular structure, C40H39N4O2P2RuS3 at a distorted geometry, from OMol25.

Atoms and positions in Å:
Ru1 -0.80100 -0.27726 0.56051
S1 -0.56313 0.49862 3.23061
P1 1.21329 -0.06758 2.49362
C1 1.24959 -0.25481 0.80846
P2 1.71951 0.88660 -0.41579
S2 0.11060 2.02857 -0.80945
C2 3.09332 2.00681 -0.07561
C3 2.88300 3.44068 -0.24649
C4 3.99559 4.21823 0.05551
C5 5.18692 3.62321 0.53654
C6 5.35840 2.25327 0.65733
C7 4.26605 1.39479 0.41203
C8 2.19734 0.01804 -1.98593
C9 1.34026 -1.04557 -2.32561
C10 1.55455 -1.75508 -3.53938
C11 2.60015 -1.39928 -4.37422
C12 3.48325 -0.40511 -3.90500
C13 3.28270 0.26593 -2.72802
C14 2.38125 1.18307 3.19928
C15 3.52723 0.81292 3.87609
C16 4.18872 1.70234 4.71058
C17 3.82991 3.07201 4.67555
C18 2.70484 3.43036 3.97213
C19 1.96203 2.50369 3.26523
C20 1.65296 -1.69981 3.28705
C21 2.17003 -2.73147 2.46657
C22 2.46261 -3.89760 3.18498
C23 2.30038 -3.99949 4.52931
C24 1.72084 -3.01430 5.27854
C25 1.38052 -1.83954 4.66387
H1 1.95814 3.83237 -0.59654
H2 3.93454 5.34261 -0.00089
H3 5.94910 4.34122 0.80661
H4 6.35520 1.96874 1.04916
H5 4.28231 0.29798 0.62076
H6 0.49184 -1.34826 -1.71441
H7 0.75050 -2.49029 -3.81752
H8 2.85033 -1.83617 -5.34313
H9 4.42667 -0.25720 -4.46218
H10 4.05565 0.91112 -2.37716
H11 3.81143 -0.27411 3.89603
H12 5.12716 1.40770 5.10674
H13 4.50615 3.72469 5.19460
H14 2.39013 4.47647 3.91822
H15 1.02699 2.79156 2.90911
H16 2.30478 -2.49490 1.42093
H17 2.93384 -4.70014 2.57809
H18 2.62294 -4.95538 4.96195
H19 1.65665 -3.07238 6.35604
H20 1.03003 -1.02382 5.26259
N1 -4.64327 4.15267 -5.93191
C26 -4.15777 2.96966 -5.37087
C27 -4.98554 1.87436 -5.30470
C28 -4.48222 0.72306 -4.72621
C29 -3.22539 0.63518 -4.15103
C30 -2.41116 1.75922 -4.22630
C31 -2.85173 2.85969 -4.94536
S3 -2.70634 -0.80631 -3.29344
O1 -3.76586 -1.80134 -3.49571
O2 -1.41186 -1.14723 -3.78447
N2 -2.35527 -0.29570 -1.78565
C32 -3.30349 0.10278 -0.92906
N3 -2.88887 0.35593 0.32933
C33 -3.69796 0.74882 1.26198
C34 -5.06423 0.99467 0.98164
C35 -5.39045 0.77696 -0.33344
N4 -4.56423 0.38951 -1.27711
H21 -5.64673 4.32223 -5.74289
H22 -3.99843 4.87201 -5.73372
H23 -5.95471 1.90275 -5.77879
H24 -5.07821 -0.15425 -4.70730
H25 -1.43711 1.77396 -3.74651
H26 -2.18148 3.72106 -4.95563
H27 -3.23097 1.03972 2.19523
H28 -5.74143 1.54172 1.62473
H29 -6.40173 1.12722 -0.58046
C36 -2.10670 -3.39646 2.33734
C37 -2.08640 -3.17681 0.82637
C38 -3.49277 -2.72768 0.41602
C39 -1.80182 -4.57201 0.12369
C40 -0.93805 -2.28721 0.35365
H30 -2.85269 -4.17337 2.67490
H31 -2.16884 -2.41815 2.79782
H32 -1.11450 -3.76648 2.60692
H33 -4.21994 -3.48488 0.65292
H34 -3.54793 -2.55203 -0.71691
H35 -3.68225 -1.75588 0.87869
H36 -2.69947 -5.17091 0.21974
H37 -1.04058 -5.18441 0.60706
H38 -1.55703 -4.46579 -0.89878
H39 -0.03070 -2.90036 0.30093

## Properties
multiplicity	5
relative energy (zero: lowest compared OMol25 entry of this formula, charge and spin)	31.07	kcal/mol
⟨S²⟩	6.021
total charge	-1
LUMO level (spin up / spin down)	2.45 / 2.11	eV
HOMO energy (spin up / spin down)	-3.86 / -5.03	eV

For each atom in turn, the Löwdin charge in e is: 0.991, 0.251, 0.389, -0.700, 0.422, 0.259, -0.350, -0.085, -0.095, -0.110, -0.091, -0.095, -0.325, -0.077, -0.076, -0.087, -0.104, -0.130, -0.341, -0.105, -0.081, -0.085, -0.090, -0.119, -0.323, -0.064, -0.109, -0.127, -0.101, -0.112, 0.031, 0.113, 0.090, 0.107, 0.125, 0.060, 0.114, 0.097, 0.102, 0.093, 0.120, 0.083, 0.090, 0.108, 0.062, 0.084, 0.112, 0.107, 0.103, 0.087, 0.081, -0.359, -0.039, -0.063, -0.295, -0.044, -0.040, 0.591, -0.337, -0.324, -0.088, -0.527, -0.045, -0.152, -0.061, -0.163, 0.152, 0.105, 0.059, 0.107, 0.096, 0.101, 0.110, 0.070, 0.089, 0.108, -0.076, -0.662, -0.072, -0.067, -0.141, 0.099, 0.055, 0.067, 0.070, 0.098, 0.051, 0.065, 0.071, 0.061, 0.030